Record 1
# C6H12N2Si

C6H12N2Si in the gas phase (ωB97M-V with the def2-TZVPD basis set, the OMol25 dataset).

Values from the calculation:
SMILES   CCC[SiH2]n1ccnc1
Total charge   0
Electronic energy   -634.7776 a.u.
HOMO   -8.6 eV
LUMO   0.78 eV

Geometry (Å):
C  -3.58381  -0.85626  -0.61364
C  -2.27809  -0.58438  -0.90960
C  -2.90965  0.63406  0.70147
C  3.08978  -0.08663  0.89335
C  2.16984  -0.75938  -0.16712
C  1.23121  0.28852  -0.86447
N  -3.93562  -0.07327  0.45876
N  -1.85249  0.34646  -0.09250
Si  -0.23182  0.99307  0.22575
H  -4.21174  -1.72920  -0.92692
H  -1.73239  -1.10509  -1.65180
H  -2.63530  1.20551  1.61351
H  2.63512  0.36912  1.78892
H  3.44037  0.90860  0.42655
H  3.93887  -0.80902  1.13100
H  1.55103  -1.45879  0.37114
H  2.76774  -1.28094  -0.84606
H  1.15539  -0.08773  -1.85176
H  -0.40822  2.22078  -0.36938
H  1.87421  1.17708  -0.85721
H  -0.07441  0.68749  1.53999

Record 2
# C2H2I2S2

A 2-piece molecular cluster, C2H2I2S2 overall (ωB97M-V with the def2-TZVPD basis set, the OMol25 dataset).

Values from the calculation:
Total charge   0
Electronic energy   -1469.0311 a.u.
HOMO (spin up / spin down)   -9.0 / -9.0 eV
LUMO (spin up / spin down)   -3.19 / -3.18 eV

Geometry (Å):
C  0.45398  0.47060  -0.30426
C  -0.28593  -0.58564  -0.32454
S  0.00533  2.06438  0.21988
S  -0.03714  -2.25706  -0.61173
I  2.75356  0.33898  -0.51536
I  -3.26017  0.33790  -0.12212
H  0.88221  2.16157  1.06881
H  -0.51184  -2.53073  0.58931

Record 3
# C7H18P2

A 2-piece molecular cluster, C7H18P2 overall (ωB97M-V with the def2-TZVPD basis set, the OMol25 dataset).

Values from the calculation:
Total charge   0
Electronic energy   -959.9601 a.u.
HOMO   -6.2 eV
LUMO   0.63 eV

Geometry (Å):
C  0.65774  -1.66672  -0.23006
C  2.33156  0.25030  1.80221
C  1.50053  0.87420  -1.04015
C  3.35834  -1.33844  -0.48082
C  -2.57512  -1.24016  1.07901
C  -1.84340  1.36035  0.46169
C  -2.72435  -0.55858  -1.61456
P  1.83884  -0.50679  0.13693
P  -1.59033  -0.29191  -0.22497
H  1.85848  1.12933  2.13299
H  2.23352  -0.64576  2.44214
H  3.34636  0.62026  1.72160
H  0.86120  1.50845  -0.41569
H  2.26109  1.37756  -1.48795
H  0.88492  0.54995  -1.88417
H  2.86035  -2.15210  -1.10310
H  4.14987  -0.67444  -0.76306
H  3.97935  -1.89521  0.27358
H  -1.97501  -2.03210  1.59332
H  -2.88028  -0.58580  1.86697
H  -3.42422  -1.63062  0.61663
H  -1.35900  2.19565  -0.22880
H  -2.91633  1.62101  0.66537
H  -1.39604  1.27728  1.38221
H  -2.31335  -0.12888  -2.49307
H  -3.06858  -1.60388  -1.84694
H  -3.64614  0.12261  -1.32905

Record 4
# C4H8O3

A 2-piece molecular cluster, C4H8O3 overall (ωB97M-V with the def2-TZVPD basis set, the OMol25 dataset).

Values from the calculation:
Total charge   0
Electronic energy   -382.8346 a.u.
HOMO   -8.4 eV
LUMO   0.59 eV

Geometry (Å):
C  -0.93322  -0.72671  0.46812
C  -1.24260  -0.31739  1.87096
C  0.89652  1.28236  -1.07907
C  0.29760  -0.92348  0.00975
O  1.94435  0.88014  -1.73169
O  -0.13299  1.46652  -1.93351
O  1.40593  -0.83655  0.80054
H  1.80412  0.78112  -2.69905
H  -0.91641  1.75597  -1.45201
H  2.15481  -0.53694  0.27413
H  -1.76675  -0.88935  -0.19574
H  0.45950  -1.27804  -1.00417
H  -1.78409  -1.11237  2.38317
H  -1.86812  0.57475  1.88364
H  -0.31864  -0.12003  2.40494

Record 5
# C9H60NO22

A 22-piece molecular cluster, C9H60NO22 overall (ωB97M-V with the def2-TZVPD basis set, the OMol25 dataset).

Values from the calculation:
Total charge   -2
Electronic energy   -2088.8267 a.u.
HOMO (spin up / spin down)   2.0 / -0.8 eV
2S+1   2
Expectation value of S²   0.750
LUMO (spin up / spin down)   3.70 / 3.73 eV

Geometry (Å):
C  0.76383  0.58573  -1.37924
C  -0.32905  0.67956  -0.33802
C  -1.49827  -0.40913  -0.72023
C  -1.32309  -1.80745  -0.16265
C  -0.81787  -1.72000  1.30265
C  0.41621  -0.80924  1.68704
N  0.25690  0.53177  1.04793
O  1.19315  1.56106  1.52389
C  1.68543  -1.55447  1.25513
C  0.42258  -0.79907  3.29383
C  -1.14110  2.03541  -0.41533
H  1.34370  -0.33124  -1.27425
H  1.56630  1.32308  -1.40021
H  0.37458  0.48740  -2.39260
H  -1.47646  -0.56940  -1.79816
H  -2.49150  -0.05810  -0.44025
H  -0.60952  -2.36633  -0.76809
H  -2.17581  -2.48193  -0.24047
H  -0.49472  -2.74329  1.49377
H  -1.64670  -1.48537  1.97055
H  1.62093  -2.64244  1.27187
H  2.45202  -1.25824  1.97115
H  2.06121  -1.33041  0.25679
H  0.20827  -1.80322  3.65967
H  -0.25031  -0.00177  3.60951
H  1.41387  -0.54192  3.66708
H  -1.89242  1.98375  0.37267
H  -1.58674  2.27085  -1.38180
H  -0.50814  2.83427  -0.02895
O  -5.11011  -4.03959  -0.56017
H  -5.09047  -3.16134  -0.18004
H  -5.83161  -4.01300  -1.18864
O  3.86874  2.86482  -1.99342
H  3.83226  3.06307  -1.05768
H  4.80034  2.90130  -2.21031
O  3.68804  -1.11580  -2.45578
H  3.39074  -0.55655  -3.17347
H  3.18597  -1.92436  -2.55779
O  1.44637  -4.57218  2.97708
H  1.42256  -3.80978  2.39880
H  0.60771  -5.01004  2.83157
O  -0.29417  2.86312  3.75932
H  0.23544  2.52436  4.48111
H  0.06902  2.44530  2.97846
O  -3.02887  0.53437  2.16305
H  -3.52875  -0.24384  2.40950
H  -2.46569  0.24099  1.44682
O  2.91129  1.07464  -3.98810
H  2.07151  1.43648  -4.27107
H  3.34450  1.79869  -3.53610
O  2.31718  -3.45123  -2.35773
H  2.59136  -4.23608  -2.83214
H  2.09281  -3.76621  -1.48212
O  1.34187  1.55952  5.34837
H  0.95416  0.68440  5.35798
H  2.22859  1.43287  5.68591
O  4.03526  0.20973  0.35268
H  3.74154  0.09020  -0.55046
H  3.25178  0.49231  0.82444
O  -1.75317  1.24700  -3.89864
H  -1.65220  1.56472  -3.00137
H  -2.56004  1.65773  -4.20929
O  -4.82630  1.21144  0.23790
H  -5.40035  1.82341  0.69854
H  -4.04088  1.16262  0.78285
O  5.31028  -2.63462  0.88562
H  5.47074  -3.47194  0.45045
H  4.58712  -2.24391  0.39510
O  0.68170  -5.29147  -0.37486
H  0.01001  -5.65897  -0.94932
H  0.23595  -5.15966  0.46189
O  0.38655  5.45959  -0.49356
H  1.12480  4.92678  -0.19804
H  0.15911  5.10002  -1.35100
O  -5.54471  -1.38051  -0.22775
H  -6.50024  -1.34830  -0.27410
H  -5.27390  -0.46248  -0.21645
O  -2.35674  5.45927  0.68998
H  -2.85213  5.10053  -0.04630
H  -1.45302  5.49500  0.37652
O  -4.12517  1.84822  -2.27172
H  -4.82043  1.30420  -2.64172
H  -4.32585  1.89108  -1.33679
O  1.41216  -3.17669  5.67302
H  0.82890  -3.13496  4.91519
H  2.06570  -3.83500  5.43689
O  1.50070  3.87761  -2.83273
H  1.28312  3.10181  -3.34949
H  2.31359  3.64638  -2.38334
O  0.51830  2.03259  -4.90334
H  0.23533  2.41744  -5.73282
H  -0.25557  1.57507  -4.57466

Record 6
# C6H13N2

An isolated ion of composition C6H13N2 and charge +1 (ωB97M-V with the def2-TZVPD basis set, the OMol25 dataset).

Values from the calculation:
Total charge   +1
Electronic energy   -345.4544 a.u.
HOMO (spin up / spin down)   -11.6 / -11.7 eV
LUMO (spin up / spin down)   -4.17 / -3.85 eV

Geometry (Å):
C  -1.99372  0.79550  0.43324
C  0.26729  0.53596  -0.62818
C  -0.87691  1.27219  0.36863
C  -3.03465  -0.21301  0.38468
C  1.59680  -1.17005  0.46304
C  2.27652  1.34619  0.18618
N  1.42397  0.20324  -0.04199
N  -0.37171  -0.66648  -1.20060
H  -0.25911  2.01776  0.84050
H  -2.77642  -1.01916  1.13241
H  -3.27253  -0.54448  -0.64560
H  -3.95415  0.28298  0.66157
H  2.57280  -1.29720  1.00287
H  0.68032  -1.49085  0.98822
H  1.65209  -1.96871  -0.31926
H  3.43813  0.97123  0.26425
H  2.39051  1.95960  -0.66038
H  2.11722  1.84071  1.14727
H  -1.24530  -0.48528  -1.87053
H  -0.83111  -1.32252  -0.58370
H  0.19995  -1.04764  -1.92262

Record 7
# C60H41F5IrOP2S3

C60H41F5IrOP2S3 as an isolated structure (ωB97M-V with the def2-TZVPD basis set, the OMol25 dataset).

Values from the calculation:
Total charge   +2
Electronic energy   -4866.4772 a.u.
HOMO (spin up / spin down)   -10.9 / -12.8 eV
2S+1   6
Expectation value of S²   8.791
LUMO (spin up / spin down)   -5.52 / -7.40 eV

Geometry (Å):
Ir  0.07249  0.28544  -0.82653
O  -1.53508  -0.86506  -0.70926
S  -1.01406  -1.34674  0.84582
C  -2.61341  -0.97482  1.62219
C  -3.18858  -2.01338  2.35912
C  -4.52350  -1.95022  2.81035
C  -5.19510  -0.74978  2.71433
C  -6.43439  -0.26091  3.45931
C  -6.45735  1.25699  3.15309
C  -5.20189  1.54218  2.36666
C  -4.70637  2.73864  1.90722
C  -3.49917  2.72972  1.20550
C  -2.76714  1.55484  1.00891
P  -1.13972  1.93793  0.33477
C  -1.53864  3.15169  -1.01809
C  -2.50351  2.71193  -1.94559
C  -2.89558  3.49298  -3.03281
C  -2.42642  4.80073  -3.13040
C  -1.58015  5.26780  -2.14063
C  -1.09676  4.46270  -1.10204
C  -0.35592  2.83041  1.68544
C  -0.91686  2.90019  2.97283
C  -0.31830  3.70423  3.92852
C  0.82303  4.44318  3.65703
C  1.36989  4.42617  2.38216
C  0.79700  3.58164  1.40220
C  -3.24460  0.29704  1.50264
C  -4.51744  0.34429  2.13204
C  -0.86664  -3.08375  0.41264
C  -2.00803  -3.78411  0.10389
C  -1.97771  -5.17513  -0.12799
C  -0.76391  -5.82543  -0.11153
C  -0.38333  -7.29812  -0.16263
C  1.15677  -7.28540  0.04358
C  1.57858  -5.85450  0.07563
C  2.76037  -5.24545  0.42312
C  2.82033  -3.85238  0.49886
C  1.67901  -3.04129  0.36233
P  1.94080  -1.25673  0.33834
C  1.92780  -0.69569  2.05679
C  2.45778  0.55934  2.33410
C  2.58849  0.98286  3.66386
C  2.01015  0.24616  4.68551
C  1.41785  -1.00604  4.39084
C  1.42036  -1.49859  3.09207
C  3.63364  -0.97331  -0.18182
C  4.01045  -1.38429  -1.48762
C  5.26073  -1.01802  -1.99434
C  6.27109  -0.52762  -1.14917
C  5.96599  -0.41624  0.21649
C  4.65291  -0.56649  0.68279
C  0.41096  -3.63729  0.25197
C  0.40320  -5.03056  0.01631
H  -2.59489  -2.91158  2.53644
H  -4.99366  -2.88746  3.13975
H  -6.33939  -0.47504  4.53077
H  -7.33421  -0.79584  3.16200
H  -6.55900  1.82518  4.06729
H  -7.35605  1.48452  2.55886
H  -5.20415  3.64537  2.23637
H  -3.12329  3.68173  0.83480
H  -2.83976  1.68945  -1.87707
H  -3.60068  3.06659  -3.75145
H  -2.71668  5.46793  -3.92584
H  -1.23860  6.29123  -2.15016
H  -0.49782  4.91163  -0.32426
H  -1.76732  2.24423  3.24906
H  -0.79713  3.75200  4.89113
H  1.26890  5.05833  4.44464
H  2.31432  4.92352  2.12548
H  1.17343  3.49642  0.37283
H  -2.97314  -3.30355  0.03438
H  -2.91097  -5.73641  -0.25001
H  -0.62568  -7.74545  -1.12974
H  -0.93316  -7.84983  0.62377
H  1.64531  -7.85983  -0.74202
H  1.42675  -7.71881  1.00706
H  3.62828  -5.84549  0.66310
H  3.77534  -3.36497  0.68423
H  2.75134  1.22944  1.53780
H  3.13816  1.88643  3.86079
H  2.12841  0.54609  5.73207
H  1.00385  -1.64303  5.14418
H  1.05420  -2.48741  2.85550
H  3.31549  -1.95391  -2.09287
H  5.49571  -1.19492  -3.05160
H  7.25447  -0.31063  -1.56821
H  6.73648  -0.15553  0.92844
H  4.45753  -0.34575  1.71519
F  -1.13646  -1.84228  -8.33008
C  -0.89505  -1.73147  -7.01612
C  -1.20918  -0.56988  -6.34875
F  -1.81823  0.43427  -7.04922
C  -0.91878  -0.39629  -5.01411
F  -1.42121  0.72042  -4.44949
C  -0.28298  -1.44149  -4.28602
S  0.57768  -1.30281  -2.71241
C  -0.17512  -2.69119  -4.94484
F  0.24102  -3.75832  -4.24760
C  -0.44258  -2.86231  -6.29363
F  -0.34878  -4.05155  -6.89694
S  1.40125  1.43608  -2.32673
C  2.24009  2.78599  -1.80373
C  3.50080  2.59442  -1.20756
C  4.38549  3.68137  -1.12782
C  4.07241  4.88821  -1.73628
C  2.85369  5.02872  -2.47157
C  1.94079  3.98775  -2.49804
H  3.79446  1.62659  -0.85843
H  5.31837  3.52837  -0.61554
H  4.75579  5.72649  -1.73852
H  2.63710  5.92634  -3.03265
H  1.00691  4.03619  -3.04542

Record 8
# C11H17AsMoN5OS5

C11H17AsMoN5OS5 as an isolated structure (ωB97M-V with the def2-TZVPD basis set, the OMol25 dataset).

Values from the calculation:
Total charge   -1
Electronic energy   -5073.5357 a.u.
HOMO (spin up / spin down)   -4.3 / -4.2 eV
LUMO (spin up / spin down)   2.19 / 2.11 eV

Geometry (Å):
Mo  0.90448  0.11442  -0.17485
N  3.26194  1.37179  3.56177
C  2.37287  1.19175  2.52329
S  2.91389  0.22116  1.18658
N  1.22560  1.76718  2.60864
N  0.38866  1.48820  1.52257
C  -0.70338  2.16247  1.59602
C  -1.84787  2.03029  0.72801
C  -2.80586  3.04764  0.68816
C  -3.95283  2.91449  -0.06444
C  -4.16394  1.72435  -0.76448
C  -3.24697  0.69595  -0.71381
C  -2.05939  0.83033  0.02250
O  -1.19411  -0.15591  0.09052
H  4.22923  1.24482  3.31393
H  3.07264  2.18735  4.12409
H  -0.77094  2.86952  2.42016
H  -2.62419  3.95551  1.25297
H  -4.67777  3.71576  -0.11225
H  -5.06062  1.60565  -1.36107
H  -3.40969  -0.22364  -1.26175
S  3.23641  2.39172  -4.08231
As  1.90397  1.02681  -3.25784
S  2.77602  -0.30118  -1.67795
S  0.56973  1.87141  -1.63680
S  0.67633  -0.12817  -4.54917
N  0.61850  -1.78045  1.15182
C  1.24109  -3.04545  0.73522
C  0.53371  -3.62847  -0.47466
C  0.68966  -2.81073  -1.74335
N  0.13195  -1.46087  -1.61031
H  0.98457  -1.49048  2.05188
H  -0.39166  -1.86736  1.23579
H  1.22357  -3.77484  1.55233
H  2.28567  -2.83160  0.49818
H  -0.53106  -3.75855  -0.23996
H  0.93158  -4.62954  -0.65800
H  0.20017  -3.32535  -2.57569
H  1.74227  -2.69935  -2.00262
H  -0.85211  -1.50027  -1.35478
H  0.17790  -1.01636  -2.54837

It is found that the energy relative to the best compared isomer or geometry (same formula, charge and spin) values, taken in the order of the records, are 259.88; 252.50; 284.93; 342.01; 0.00; 634.31; 0.00; 0.80 kJ/mol.
It is found that the largest force on an atom values, taken in the order of the records, are 0.090; 0.090; 0.087; 0.034; 0.041; 0.103; 0.087; 0.006 hartree/bohr.